Entry A
DFT (ωB97M-V/def2-TZVPD) results for a 2-piece molecular cluster, H5N4O overall.

The net charge is -1. The value obtained for the HOMO energy is -2.28 eV.

Each atom is followed by the atoms it is bonded to, with distances in Å.
CARTESIAN COORDINATES (ANGSTROEM)
1 N 1.73300 0.07052 -0.76178  H6 0.947, H7 1.055, H8 0.952
2 N -1.74720 0.95426 1.39566  N4 1.260, H9 1.011
3 N -1.77305 -0.91232 0.22365  N4 1.265, O5 1.352, H10 1.034
4 N -1.14747 0.04947 0.75591  N2 1.260, N3 1.265
5 O -3.07149 -1.18863 -0.03152  N3 1.352
6 H 1.07881 -0.48163 -1.16709  N1 0.947
7 H 1.79570 -0.26294 0.23695  N1 1.055
8 H 1.31839 0.89027 -0.51225  N1 0.952
9 H -2.72997 0.80233 1.57845  N2 1.011
10 H -1.11413 -1.59473 -0.18718  N3 1.034

=====

Entry B
DFT (ωB97M-V/def2-TZVPD) results for an isolated ion of composition H5N4O and charge -1.

The net charge is -1. Its SMILES is NNN(N)[O-]. The value obtained for the HOMO energy is -2.16 eV.

Each atom is followed by the atoms it is bonded to, with distances in Å.
CARTESIAN COORDINATES (ANGSTROEM)
1 N -1.40543 0.19038 1.16563  N2 1.425, H6 1.024, H7 1.064
2 N -0.93560 0.39521 -0.16353  N1 1.425, N3 1.532, H8 1.031
3 N 0.59494 0.44367 -0.10688  N2 1.532, N4 1.458, O5 1.353
4 N 0.97026 -0.09028 -1.41011  N3 1.458, H9 1.018, H10 1.031
5 O 1.02632 -0.36721 0.88615  N3 1.353
6 H -1.42767 1.12123 1.59086  N1 1.024
7 H -0.55454 -0.28700 1.59126  N1 1.064
8 H -1.17780 -0.47177 -0.66548  N2 1.031
9 H 1.94240 0.18547 -1.53387  N4 1.018
10 H 0.96712 -1.11969 -1.35402  N4 1.031

=====

Best to worst by energy: entry A, entry B.

=====

Entry A
DFT (ωB97M-V/def2-TZVPD) results for a 2-piece molecular cluster, C17H19N overall.

Its SMILES is CCc1c[nH]c2ccccc12.Cc1ccccc1. The value obtained for the HOMO energy is -7.88 eV.

Each atom is followed by the atoms it is bonded to, with distances in Å.
CARTESIAN COORDINATES (ANGSTROEM)
1 C -3.43821 2.73400 -0.26234  C2 1.560, H12 1.091, H13 1.082, H14 1.086
2 C -2.36868 1.70117 -0.73447  C1 1.560, C3 1.515, H15 1.079, H16 1.087
3 C -1.35013 1.40141 0.34598  C2 1.515, C4 1.356, C11 1.435
4 C -0.33411 2.23715 0.67502  C3 1.356, N5 1.398, H17 1.071
5 N 0.41302 1.68059 1.71747  C4 1.398, C6 1.363, H18 1.009
6 C 0.01829 0.38482 1.87051  N5 1.363, C7 1.389, C11 1.409
7 C 0.45919 -0.61328 2.73056  C6 1.389, C8 1.381, H19 1.087
8 C -0.34663 -1.70471 2.98892  C7 1.381, C9 1.405, H20 1.082
9 C -1.60389 -1.77498 2.36631  C8 1.405, C10 1.376, H21 1.082
10 C -2.08208 -0.78612 1.53733  C9 1.376, C11 1.404, H22 1.084
11 C -1.19325 0.23507 1.16639  C3 1.435, C6 1.409, C10 1.404
12 H -4.33886 2.16780 -0.02112  C1 1.091
13 H -3.64542 3.45570 -1.04179  C1 1.082
14 H -3.04342 3.20919 0.63135  C1 1.086
15 H -2.82385 0.78347 -1.07465  C2 1.079
16 H -1.78289 2.15267 -1.53088  C2 1.087
17 H -0.04394 3.18720 0.27391  C4 1.071
18 H 1.35179 2.03064 1.83414  N5 1.009
19 H 1.45208 -0.55904 3.17067  C7 1.087
20 H -0.09023 -2.45227 3.72852  C8 1.082
21 H -2.18348 -2.67119 2.54534  C9 1.082
22 H -2.98067 -0.92630 0.94690  C10 1.084
23 C 1.44719 1.03891 -2.04090  C24 1.514, H30 1.088, H31 1.094, H32 1.089
24 C 1.82205 -0.40322 -1.77107  C23 1.514, C25 1.402, C29 1.381
25 C 2.62554 -0.66913 -0.65322  C24 1.402, C26 1.375, H33 1.084
26 C 2.90021 -1.97294 -0.31218  C25 1.375, C27 1.398, H34 1.085
27 C 2.47007 -3.03217 -1.11624  C26 1.398, C28 1.378, H35 1.078
28 C 1.78545 -2.74076 -2.27625  C27 1.378, C29 1.397, H36 1.086
29 C 1.48055 -1.42542 -2.63472  C24 1.381, C28 1.397, H37 1.078
30 H 0.71956 1.20061 -2.83336  C23 1.088
31 H 2.32867 1.62111 -2.32547  C23 1.094
32 H 1.01517 1.41048 -1.11265  C23 1.089
33 H 3.03065 0.17378 -0.10563  C25 1.084
34 H 3.34311 -2.28243 0.62882  C26 1.085
35 H 2.55903 -4.05199 -0.77957  C27 1.078
36 H 1.39006 -3.51009 -2.93373  C28 1.086
37 H 1.03808 -1.22974 -3.59788  C29 1.078

=====

Entry B
DFT (ωB97M-V/def2-TZVPD) results for a 2-piece molecular cluster, C17H19N overall.

Its SMILES is Cc1c[nH]c2ccccc12.CCc1ccccc1. The value obtained for the HOMO energy is -7.85 eV.

Each atom is followed by the atoms it is bonded to, with distances in Å.
CARTESIAN COORDINATES (ANGSTROEM)
1 C -2.02641 2.79892 1.45742  C2 1.475, H11 1.091, H12 1.117, H13 1.093
2 C -1.29507 1.62049 1.95933  C1 1.475, C3 1.366, C10 1.471
3 C -1.53452 0.82966 3.04682  C2 1.366, N4 1.430, H14 1.081
4 N -0.41810 -0.01889 3.32787  C3 1.430, C5 1.383, H15 1.008
5 C 0.51132 0.20088 2.32765  N4 1.383, C6 1.381, C10 1.396
6 C 1.70559 -0.42622 2.03309  C5 1.381, C7 1.389, H16 1.092
7 C 2.45111 -0.05485 0.92120  C6 1.389, C8 1.405, H17 1.080
8 C 1.95560 0.94740 0.07007  C7 1.405, C9 1.395, H18 1.073
9 C 0.73718 1.55849 0.36470  C8 1.395, C10 1.379, H19 1.087
10 C -0.03732 1.09530 1.40710  C2 1.471, C5 1.396, C9 1.379
11 H -2.48333 3.44689 2.20649  C1 1.091
12 H -2.83206 2.50905 0.73931  C1 1.117
13 H -1.44596 3.41246 0.76328  C1 1.093
14 H -2.36286 0.71360 3.73106  C3 1.081
15 H -0.05119 -0.06465 4.26567  N4 1.008
16 H 2.00259 -1.39482 2.44195  C6 1.092
17 H 3.44366 -0.40014 0.67325  C7 1.080
18 H 2.64764 1.16221 -0.72120  C8 1.073
19 H 0.59580 2.56762 -0.01392  C9 1.087
20 C 1.55956 0.39684 -2.94954  C21 1.551, H28 1.075, H29 1.058, H30 1.108
21 C 0.12689 -0.15548 -3.17083  C20 1.551, C22 1.550, H31 1.085, H32 1.073
22 C -0.44177 -1.02094 -2.01790  C21 1.550, C23 1.421, C27 1.384
23 C 0.21216 -2.28031 -1.94832  C22 1.421, C24 1.395, H33 1.079
24 C -0.05142 -3.12491 -0.87013  C23 1.395, C25 1.404, H34 1.069
25 C -0.98547 -2.71672 0.09561  C24 1.404, C26 1.375, H35 1.095
26 C -1.67968 -1.53258 0.01407  C25 1.375, C27 1.404, H36 1.084
27 C -1.41872 -0.70439 -1.08975  C22 1.384, C26 1.404, H37 1.086
28 H 2.20603 0.14835 -3.77226  C20 1.075
29 H 2.03130 0.09968 -2.05010  C20 1.058
30 H 1.45910 1.49819 -3.01580  C20 1.108
31 H -0.63595 0.61206 -3.24308  C21 1.085
32 H 0.08060 -0.79613 -4.02982  C21 1.073
33 H 1.08368 -2.48500 -2.55104  C23 1.079
34 H 0.60618 -3.91676 -0.58121  C24 1.069
35 H -1.24328 -3.53038 0.78172  C25 1.095
36 H -2.47869 -1.19461 0.66420  C26 1.084
37 H -1.99418 0.19971 -1.26699  C27 1.086

=====

Best to worst by energy: entry A, entry B.

=====

Entry A
DFT (ωB97M-V/def2-TZVPD) results for an isolated molecule of CH2N2OS2.

Its SMILES is N#C[S@](N)(=O)=S. The value obtained for the HOMO energy is -10.55 eV.

Each atom is followed by the atoms it is bonded to, with distances in Å.
CARTESIAN COORDINATES (ANGSTROEM)
1 N -1.67539 -2.90255 -1.71046  C2 1.119
2 C -0.68094 -2.56067 -1.32698  N1 1.119, S3 2.025
3 S 0.73497 -1.68303 -0.17564  C2 2.025, N4 1.692, O5 1.441, S6 1.923
4 N -0.30261 -0.35590 -0.33025  S3 1.692, H7 1.046, H8 1.012
5 O 1.91343 -1.54233 -0.99360  S3 1.441
6 S 0.79392 -2.58964 1.51922  S3 1.923
7 H -0.55837 0.44513 0.29224  N4 1.046
8 H -0.43250 -0.15424 -1.31384  N4 1.012

=====

Entry B
DFT (ωB97M-V/def2-TZVPD) results for a 2-piece molecular cluster, CH2N2OS2 overall.

The value obtained for the HOMO energy (alpha / beta) is -9.15 / -9.15 eV.

Each atom is followed by the atoms it is bonded to, with distances in Å.
CARTESIAN COORDINATES (ANGSTROEM)
1 C 0.24603 2.28756 0.04884  N2 1.137, H7 1.120
2 N -0.52507 3.10138 0.23540  C1 1.137
3 N -0.67959 -1.34824 0.17394  S5 1.634, H8 1.043
4 O -4.26986 0.64328 -0.02837  S6 1.457
5 S -2.19977 -1.08446 0.71156  N3 1.634, S6 2.083
6 S -2.85321 0.57782 -0.36052  O4 1.457, S5 2.083
7 H 0.85055 1.52551 -0.50535  C1 1.120
8 H -0.35171 -2.28435 0.49674  N3 1.043

=====

Best to worst by energy: entry A, entry B.

=====

Entry A
DFT (ωB97M-V/def2-TZVPD) results for a 2-piece molecular cluster, CH6O overall.

Its SMILES is C.O. The value obtained for the HOMO energy is -11.63 eV.

Each atom is followed by the atoms it is bonded to, with distances in Å.
CARTESIAN COORDINATES (ANGSTROEM)
1 C 1.28115 0.01106 -0.05590  H2 1.096, H3 1.039, H4 1.089, H5 1.096
2 H 1.48818 1.06913 0.14384  C1 1.096
3 H 0.30730 -0.08212 -0.40523  C1 1.039
4 H 1.48263 -0.68402 0.75772  C1 1.089
5 H 1.93678 -0.27375 -0.88678  C1 1.096
6 O -1.92935 0.02649 -0.19164  H7 0.966, H8 0.943
7 H -2.32845 -0.74805 0.22482  O6 0.966
8 H -2.23823 0.68126 0.41316  O6 0.943

=====

Entry B
DFT (ωB97M-V/def2-TZVPD) results for a 2-piece molecular cluster, CH6O overall.

Its SMILES is C.O. The value obtained for the HOMO energy is -11.58 eV.

Each atom is followed by the atoms it is bonded to, with distances in Å.
CARTESIAN COORDINATES (ANGSTROEM)
1 C 0.01768 0.88828 -0.97741  H2 1.100, H3 1.100, H4 1.100, H5 1.100
2 H 0.90975 1.52817 -1.04632  C1 1.100
3 H -0.87977 1.48427 -1.19962  C1 1.100
4 H 0.09981 0.06496 -1.70225  C1 1.100
5 H -0.05941 0.47490 0.03904  C1 1.100
6 O -0.14657 -1.14614 1.81754  H7 0.984, H8 0.984
7 H 0.61808 -1.25623 1.20808  O6 0.984
8 H -0.55959 -2.03821 1.86095  O6 0.984

=====

Best to worst by energy: entry B, entry A.